(1)
Here is a structure of composition C28H64AsF18N6O16S4 in a non-equilibrium geometry from the OMol25 dataset. Energies are from wB97M-V/def2-TZVPD.

CARTESIAN COORDINATES (ANGSTROEM)
H 8.68 24.60 -2.85
H -3.21 21.93 -5.37
H 6.01 27.81 -6.82
F 2.88 13.43 -7.77
H 8.97 21.33 -7.86
H 7.53 25.48 -1.99
O 4.65 15.78 -7.22
C 5.08 18.49 -0.89
H 10.09 20.17 -5.48
H 4.38 22.74 2.84
H 11.07 22.31 -6.18
H 6.40 18.82 -7.85
H 8.64 18.46 -7.12
H 4.70 16.39 -1.34
H 5.82 19.05 0.96
C 7.54 16.58 -1.05
O -1.99 25.45 -2.09
F 5.97 15.52 -3.73
C 9.37 20.86 -5.91
C 3.97 25.69 -6.96
H 3.42 25.83 -7.89
H 4.68 20.41 -8.63
C 8.36 19.31 -7.74
H 5.90 20.98 -1.27
N 9.26 20.49 -7.39
H 3.79 20.97 0.41
F 3.30 18.85 -5.60
H -0.89 18.98 -3.86
H 4.10 18.95 -0.88
F 6.44 17.48 -4.51
H 7.90 17.41 -1.67
H 5.33 27.41 -8.45
N 6.02 19.32 0.00
F 3.98 11.66 -7.85
O 2.83 24.10 -2.52
H 5.69 22.33 -6.09
H 8.71 19.02 -8.72
H 4.69 22.39 0.55
F 3.66 21.52 -3.17
C 5.42 21.19 -8.78
F 2.26 22.18 -0.65
F 3.33 18.92 -3.09
C -1.00 25.33 -4.66
O 6.69 24.34 -3.52
H 3.61 26.46 -6.29
H -0.99 21.57 -4.70
H 8.49 20.83 -5.26
C -2.83 20.95 -5.66
C 5.61 16.44 -4.64
C -4.63 19.72 -4.79
H 5.00 22.00 -8.19
H 0.39 19.95 -5.80
H 1.18 17.88 -4.43
F -1.80 24.74 -5.52
O 6.44 16.50 -0.15
C 5.92 20.80 -0.20
C 5.88 27.04 -7.58
O 5.04 12.02 -5.40
C 4.79 21.31 0.67
H 7.41 15.70 -1.67
H 6.27 22.29 -3.57
O 3.76 14.11 -5.16
H -5.12 19.21 -5.61
H 7.63 23.74 -1.70
C 9.79 24.41 -6.12
O 6.72 20.89 -8.49
C 6.70 23.08 -4.18
S 1.40 23.73 -2.64
C 6.92 19.75 -7.63
H -0.87 21.84 -6.34
O 6.98 16.37 -6.78
H 7.66 22.71 -4.54
C 4.11 12.94 -7.69
C 1.10 22.32 -1.30
N 6.35 14.09 -6.13
H 10.09 22.40 -4.71
C 0.29 17.59 -4.99
F -1.30 26.63 -4.47
H 4.52 16.82 0.32
H 2.28 16.09 -5.65
F 4.95 13.35 -8.67
F 3.52 21.30 -5.70
C 5.16 16.99 -0.55
O 0.52 17.16 -6.36
O 9.20 23.17 -6.36
N -0.59 19.75 -5.91
H 10.78 24.58 -6.54
H 4.54 21.38 3.95
H 8.41 16.45 -0.41
F 0.58 21.11 -1.75
C 10.06 22.19 -5.78
As 3.47 20.15 -4.40
H 5.28 21.39 -9.84
H 9.05 25.15 -6.46
H 3.73 23.51 -7.08
H 3.16 21.47 2.79
N 4.49 23.93 -5.15
H 1.75 15.94 -7.43
O 5.02 20.96 2.06
H 0.94 15.15 -6.05
S 5.83 15.62 -6.37
H -4.97 19.20 -3.89
H 9.89 24.68 -5.07
H 6.65 20.01 -6.60
C 7.67 24.51 -2.47
H 3.96 23.39 -4.49
H -1.73 18.17 -5.17
H 6.43 23.81 -6.21
O 5.32 25.75 -7.06
C 3.61 24.31 -6.36
H 6.90 21.19 0.07
F 0.21 25.28 -5.20
C 1.47 16.04 -6.38
H 6.97 19.02 -0.14
F 5.28 19.94 -4.39
F 1.73 20.35 -4.41
F 4.30 16.78 -4.47
H -0.04 16.75 -4.38
H -5.11 20.69 -4.74
S 4.74 13.36 -5.89
C -0.79 18.63 -4.89
H 6.84 26.83 -8.05
S -1.04 24.62 -2.85
O 1.14 23.19 -3.92
C -1.32 21.13 -5.64
H 5.52 18.70 -1.86
O -3.25 19.92 -4.78
O -1.41 23.22 -2.83
H 4.86 24.74 -4.67
F 0.22 22.85 -0.49
C 5.84 23.23 -5.49
H 2.68 24.23 -5.80
C 4.22 21.67 2.96
H -0.77 19.47 -6.86
H 10.18 20.29 -7.76
N 0.52 25.07 -2.10
H -3.21 20.74 -6.67

<S²> ... 0.751
E ... -8263.3355 Ha
HOMO-LUMO gap (alpha / beta) ... 2.28 / 8.82 eV
Net charge ... 0
Spin multiplicity ... 2
Highest occupied orbital energy (alpha / beta) ... -2.621 / -9.082 eV
E_LUMO (alpha / beta) ... -0.34 / -0.26 eV

---

(2)
Here is a structure of composition C31H37N6O4S2SbSe4Ti from the OMol25 dataset. Energies are from wB97M-V/def2-TZVPD.

CARTESIAN COORDINATES (ANGSTROEM)
N -2.30 0.11 2.06
H 1.47 3.24 4.72
H -0.71 -4.15 -5.30
Se 4.40 -5.06 -2.08
C -5.57 -0.79 -0.83
C -1.00 0.03 4.57
Se 1.27 -6.14 0.39
C 0.23 0.02 -3.64
C -2.94 0.20 0.87
C 3.88 3.50 1.57
H 1.65 -4.04 -4.40
O -0.60 -1.13 1.16
S -2.20 0.29 -0.69
H -6.11 -1.40 -0.09
C 0.03 3.86 -1.92
N -4.27 0.33 0.95
N 0.37 -4.45 -2.82
H 0.40 -5.13 -2.06
C -5.13 0.53 -0.22
H -5.55 1.58 3.85
C 0.24 2.52 -3.89
H 4.63 4.24 1.82
C -0.09 -5.05 -5.18
Sb 3.36 -5.06 0.05
C 1.90 1.62 1.00
H 4.39 0.27 -2.60
H -0.75 -5.88 -4.92
C -1.15 -0.52 2.13
H 0.35 -1.20 -5.38
H 0.38 -5.27 -6.13
H 0.33 2.43 -4.96
H 0.60 4.43 3.71
H -1.96 0.53 4.49
C 0.77 -1.23 3.52
O 0.96 0.72 0.81
H 1.55 -5.73 -3.92
H -0.17 2.70 -0.12
H 0.84 2.38 2.68
C 0.37 -0.15 -5.11
H -5.52 2.36 2.27
C 0.18 1.38 -3.09
H 1.68 4.98 5.01
H 1.45 -0.67 6.78
C 3.06 1.68 0.20
C 0.92 -0.64 5.84
N 0.18 -0.95 -2.78
C 4.52 0.45 -1.53
C 0.96 -4.83 -4.11
H 2.40 -1.78 4.78
H 1.31 0.29 -5.45
H 5.29 1.19 -1.35
N 0.28 -2.20 -3.32
C 1.73 2.50 2.08
Se 4.46 -3.98 1.88
H -4.42 -0.43 2.88
H 4.85 -0.50 -1.08
C -4.94 0.28 2.25
O 2.22 0.15 -1.38
H 1.18 -1.72 2.64
H -5.94 -0.12 2.06
Ti 0.25 -0.39 -0.51
H -0.44 0.36 -5.63
Se 1.75 -2.40 -0.20
C 1.45 -1.26 4.72
O 2.65 4.30 3.38
C -5.01 1.64 2.91
C 1.53 4.22 4.25
C 2.71 3.43 2.36
N 0.07 1.49 -1.76
H -4.71 -1.36 -1.18
H -6.24 -0.61 -1.67
H 0.21 4.66 -3.91
C -0.31 0.00 5.77
C 4.04 2.63 0.53
H -4.59 1.13 -0.95
H -5.99 1.11 0.12
H -4.00 2.01 3.11
C 3.19 0.76 -0.91
H -0.73 0.48 6.65
C -0.46 -0.58 3.44
C 0.17 -3.18 -2.47
C 0.17 3.77 -3.30
S -0.28 -2.96 -0.78
H 4.94 2.70 -0.06
C -0.03 2.69 -1.19
H -0.04 4.81 -1.42

E ... -13324.9962 Ha
ΔE to the lowest compared entry with this formula, charge and spin ... 25.6 kcal/mol
HOMO-LUMO gap ... 5.58 eV
Net charge ... 0
Spin multiplicity ... 1
Highest occupied orbital energy ... -6.805 eV
E_LUMO ... -1.23 eV

---

(3)
Here is a cluster of 22 separate species, C6H58NO23 in total in a non-equilibrium geometry from the OMol25 dataset. Energies are from wB97M-V/def2-TZVPD.

CARTESIAN COORDINATES (ANGSTROEM)
H -10.11 -53.71 16.13
H -11.15 -56.60 17.55
O -3.34 -47.91 27.57
C -3.08 -50.79 24.61
O -8.94 -52.49 24.00
H -8.57 -53.24 19.91
H -9.63 -52.77 23.32
C -7.87 -55.11 18.55
H -8.31 -54.06 21.29
H -6.10 -50.49 27.32
O -5.13 -53.44 17.11
H -5.39 -49.45 26.31
O -9.15 -49.23 22.08
O -7.02 -54.38 19.41
O -10.91 -53.28 22.41
H -5.80 -51.51 24.60
H -11.17 -55.10 17.38
C -5.30 -51.34 23.61
H -7.25 -55.69 17.84
H -8.93 -57.63 21.23
H -5.70 -47.52 23.82
H -3.91 -48.76 27.69
H -6.94 -49.90 19.45
H -11.01 -54.05 21.84
H -3.67 -47.44 23.72
O -4.05 -47.47 22.88
O -4.63 -55.79 19.71
H -11.84 -52.94 22.49
H -1.51 -46.94 25.06
O -7.60 -55.10 24.63
H -2.74 -49.85 25.05
H -6.05 -53.41 21.77
H -9.49 -52.17 24.60
H -4.74 -52.17 23.35
H -5.76 -47.12 25.34
H -5.90 -57.28 19.50
C -7.72 -53.75 20.45
H -8.47 -50.17 19.06
H -5.78 -52.72 17.26
H -5.11 -55.08 19.49
O -5.15 -50.07 27.07
H -9.82 -49.17 22.76
H -9.10 -52.73 16.36
H -3.85 -48.31 22.36
O -11.02 -55.75 18.08
O -3.49 -51.21 20.13
H -8.46 -55.55 24.28
O -6.09 -47.70 24.77
C -6.71 -52.87 21.24
H -7.74 -54.26 24.68
H -7.75 -51.28 21.23
H -3.38 -51.85 20.90
H -10.27 -56.88 23.14
C -6.27 -50.70 22.63
H -3.24 -51.53 25.42
O -3.36 -53.03 28.26
H -3.92 -53.59 28.89
H -2.70 -46.06 25.45
H -5.86 -50.17 21.89
H -3.68 -53.41 27.41
O -9.87 -56.45 22.32
H -5.60 -53.74 16.35
H -8.49 -55.71 19.20
H -5.91 -52.55 20.51
N -7.22 -51.78 21.99
O -2.50 -47.04 25.14
O -7.65 -50.53 19.61
H -8.01 -52.16 22.79
O -6.21 -58.17 19.46
H -6.92 -49.87 22.92
H -3.78 -55.49 19.51
H -3.32 -54.03 21.99
H -9.30 -59.00 20.73
H -10.51 -55.88 21.96
O 0.60 -52.55 22.19
H -3.25 -47.56 26.75
O -2.82 -53.26 22.08
H -8.62 -54.49 18.02
H -1.99 -53.35 22.64
H -8.87 -48.31 21.85
O -8.74 -58.26 20.56
H 1.27 -53.14 22.36
H -2.44 -51.41 23.94
H 0.15 -52.40 22.90
O -9.30 -53.51 15.82
H -2.83 -51.54 19.50
H -7.11 -58.30 19.59
O -4.30 -50.41 23.75

E ... -2048.1468 Ha
ΔE to the lowest compared entry with this formula, charge and spin ... 0.0 kcal/mol
HOMO-LUMO gap ... 8.48 eV
Net charge ... +1
Spin multiplicity ... 1
Highest occupied orbital energy ... -11.592 eV
E_LUMO ... -3.11 eV